Density functional theory data (ωB97M-V/def2-TZVPD) for C18H21N4O5PtS as an isolated structure.

Atoms and positions in Å:
Pt -0.066 0.033 -0.148
O 1.771 -1.963 -3.354
C 1.345 -1.827 -2.236
O 1.263 -0.673 -1.627
C 0.928 -3.079 -1.426
C 1.216 -2.936 0.074
C 1.045 -4.268 0.800
C -0.494 -4.432 0.805
C -0.944 -3.154 0.081
O 0.046 -2.202 0.536
C -0.590 -3.342 -1.394
C -1.413 -2.164 -2.303
O -1.554 -2.679 -3.399
O -1.674 -1.130 -1.724
H 1.453 -3.919 -1.878
H 2.109 -2.363 0.309
H 1.435 -4.203 1.813
H 1.564 -5.075 0.285
H -0.894 -4.442 1.817
H -0.836 -5.331 0.297
H -1.940 -2.787 0.302
H -0.909 -4.286 -1.816
C -3.944 2.848 3.983
C -4.139 1.501 3.304
N -3.624 1.492 1.937
C -2.364 1.172 1.640
S -1.925 1.348 -0.078
N -1.539 0.742 2.547
N -0.296 0.525 2.032
C 0.736 0.706 2.769
C 0.647 1.037 4.221
C 2.025 0.671 2.057
C 3.249 0.748 2.705
C 4.409 0.846 1.948
C 4.313 0.877 0.569
C 3.060 0.765 -0.015
N 1.955 0.655 0.713
H -4.328 2.815 5.002
H -4.473 3.637 3.449
H -2.886 3.109 4.024
H -5.194 1.232 3.258
H -3.620 0.714 3.848
H -4.186 1.891 1.203
H -0.264 1.597 4.414
H 1.504 1.613 4.558
H 0.593 0.115 4.804
H 3.300 0.735 3.783
H 5.372 0.908 2.435
H 5.185 0.974 -0.061
H 2.925 0.738 -1.088

relative energy (zero: lowest compared OMol25 entry of this formula, charge and spin)	0.0	kJ/mol
multiplicity	5
largest force on an atom	0.514	eV/Å
<S²>	6.019
lowest unoccupied orbital energy (spin up / spin down)	-0.134 / -0.219	Ha
frontier orbital gap (spin up / spin down)	7.91 / 5.80	eV
net charge	+1